1.
Computed, not measured: the molecule C24H33ClN4O4, with the ωB97M-V functional and the def2-TZVPD basis.

```
66
Properties=species:S:1:pos:R:3:forces:R:3:nbo_charge:R:1
C -6.26048 -1.61599 0.97919 -0.14 0.22 -0.12 -0.66
C -5.54140 -0.37077 0.61949 0.73 0.23 0.10 0.34
C -4.25215 0.02939 0.81793 -0.50 -0.11 -0.09 -0.38
C -4.21608 1.32350 0.23671 -0.90 -0.65 0.08 0.30
N -5.38891 1.64754 -0.25778 0.85 0.99 -0.20 -0.18
O -6.21583 0.59848 -0.02255 -0.28 -0.77 0.26 -0.27
N -3.16327 2.20813 0.13488 -0.24 0.34 -0.23 -0.60
C -1.89946 1.99702 0.60232 -0.10 0.54 -0.19 0.70
O -1.57336 0.99498 1.19791 0.09 -0.21 0.18 -0.62
C -0.93952 3.13391 0.30594 0.25 -0.15 0.06 -0.48
H -0.99632 3.85659 1.12346 -0.04 0.00 -0.02 0.24
C 0.48395 2.58035 0.18777 -0.28 0.05 -0.10 -0.50
C 0.53089 1.70455 -1.05869 0.19 0.28 0.18 0.71
O 0.23557 2.19692 -2.13616 -0.19 0.27 -0.10 -0.65
N 0.91680 0.40731 -0.95245 0.06 -0.40 -0.12 -0.46
C 1.29237 -0.18997 0.32502 0.03 0.19 0.62 -0.19
C 1.58619 -1.67016 0.25530 -0.13 -0.17 0.08 -0.07
C 2.80121 -2.13266 -0.24244 -0.06 -0.16 0.06 -0.14
C 3.10188 -3.48165 -0.27718 0.06 0.02 -0.05 -0.23
C 2.18882 -4.40484 0.20210 -0.03 0.03 0.00 -0.19
C 0.98106 -3.97155 0.71525 -0.05 0.01 0.03 -0.22
C 0.68406 -2.61659 0.74203 0.35 -0.07 -0.09 -0.02
Cl -0.84420 -2.13518 1.38524 -0.21 -0.01 0.06 0.02
H 0.26090 -4.67724 1.09824 -0.08 -0.04 0.04 0.23
H 2.41679 -5.45939 0.18296 0.01 -0.10 0.01 0.22
H 4.05138 -3.81014 -0.67147 0.09 -0.03 -0.03 0.22
H 3.52998 -1.42010 -0.59910 0.05 0.07 -0.03 0.21
H 0.47079 -0.04984 1.03940 0.33 0.08 -0.11 0.28
C 2.55310 0.46569 0.93880 -0.42 -0.13 -0.34 0.70
O 2.76588 0.40131 2.13038 0.01 -0.03 0.37 -0.63
N 3.36732 1.04081 0.03667 0.20 0.28 -0.43 -0.65
H 3.04625 1.09142 -0.91830 -0.08 -0.05 0.10 0.41
C 4.61693 1.74105 0.34338 0.25 0.05 0.22 0.12
C 4.32849 2.91608 1.28071 0.00 -0.18 -0.07 -0.62
H 5.25133 3.43265 1.52880 0.13 0.09 0.02 0.21
H 3.87370 2.54989 2.19650 -0.02 0.02 0.09 0.24
H 3.64946 3.62194 0.80727 -0.06 0.10 -0.06 0.20
C 5.18498 2.24502 -0.98216 -0.13 -0.11 0.22 -0.61
H 4.48470 2.92268 -1.46709 -0.07 0.10 -0.07 0.21
H 5.38981 1.41370 -1.65406 0.04 -0.10 -0.09 0.21
H 6.11424 2.78032 -0.80841 0.09 0.05 0.02 0.22
C 5.58906 0.76187 1.00560 -0.15 0.11 -0.02 -0.62
H 6.51892 1.26644 1.25207 0.15 0.06 0.02 0.21
H 5.80856 -0.06858 0.33781 0.04 -0.09 -0.10 0.20
H 5.14776 0.36948 1.91710 0.03 -0.04 0.08 0.24
C 0.88550 -0.39239 -2.16709 -0.13 -0.21 -0.41 -0.22
H 1.80114 -0.98480 -2.23802 -0.05 0.09 -0.06 0.20
C -0.33292 -1.32050 -2.29538 -0.02 0.14 -0.12 -0.23
C -0.33134 -1.92893 -3.69570 0.08 0.01 0.31 -0.60
H -1.15075 -2.63542 -3.80112 -0.07 -0.09 -0.06 0.21
H -0.44931 -1.15124 -4.44697 -0.02 0.10 -0.13 0.20
H 0.60166 -2.45605 -3.88506 0.10 -0.08 -0.11 0.20
C -1.63159 -0.56558 -2.03116 0.18 -0.13 0.03 -0.61
H -1.69538 0.31589 -2.66503 -0.05 0.12 -0.10 0.21
H -2.48768 -1.20520 -2.23347 -0.12 -0.06 0.00 0.21
H -1.68338 -0.25171 -0.99260 -0.08 0.06 0.13 0.21
H -0.24586 -2.13257 -1.56782 -0.01 0.04 -0.05 0.20
H 0.86037 0.32277 -2.99436 0.08 -0.18 0.09 0.24
H 1.17670 3.40958 0.03072 0.01 -0.09 -0.01 0.24
H 0.75224 2.06386 1.10360 0.00 0.05 0.03 0.24
H -1.21428 3.62910 -0.62643 0.00 0.04 0.07 0.24
H -3.38271 3.05917 -0.36310 0.18 -0.05 0.03 0.42
H -3.44958 -0.48856 1.29395 0.12 -0.16 0.10 0.26
H -5.56714 -2.32344 1.42294 0.01 -0.04 0.02 0.23
H -6.71374 -2.05567 0.09258 -0.01 -0.09 -0.02 0.24
H -7.05674 -1.39708 1.68917 -0.04 -0.05 0.06 0.24
```
Forces are in eV/Å.

## Properties
- HOMO-LUMO gap (eV) = 9.70
- ΔE to the lowest compared entry with this formula, charge and spin (kJ/mol) = 18.3
- SMILES string = Cc1cc(NC(=O)CCC(=O)N(CC(C)C)[C@H](C(=O)NC(C)(C)C)c2ccccc2Cl)no1
- charge = 0
- multiplicity = 1
- HOMO (eV) = -9.1


2.
Computed, not measured: a structure of composition C26H29N5O6RuS2Se3Te, with the ωB97M-V functional and the def2-TZVPD basis.

```
73
Properties=species:S:1:pos:R:3:forces:R:3:mulliken_spin:R:1
Ru -0.40694 0.53734 -1.56858 -0.14 -0.48 0.09 2.52
Se 0.97884 2.61583 -2.08146 0.09 0.12 -0.01 0.35
Se 0.02473 4.60574 -1.71117 0.00 0.02 -0.02 0.78
Te -2.41057 3.64504 0.02562 -0.11 -0.09 -0.08 0.78
Se -2.59753 1.49356 -1.28690 0.01 0.19 0.08 0.16
C -4.04301 -1.69482 4.35814 -0.02 0.00 0.03 0.00
C -3.66702 -1.79539 2.90578 -0.01 0.01 0.00 0.00
C -2.61181 -2.61174 2.50585 0.01 0.04 -0.04 0.00
C -2.25816 -2.71207 1.17313 0.03 0.01 0.02 0.00
C -2.95872 -1.98274 0.22037 0.05 -0.02 -0.07 0.00
C -4.01836 -1.17625 0.59578 0.05 0.03 -0.02 0.01
C -4.36613 -1.08766 1.93635 0.00 0.00 0.00 0.01
S -2.43262 -2.06965 -1.47687 0.04 0.07 -0.14 0.01
O -3.33933 -1.25397 -2.24562 -0.01 0.03 0.06 0.01
O -2.31820 -3.47007 -1.80326 0.02 -0.08 0.04 0.00
N -0.96136 -1.40772 -1.49827 -0.18 0.22 -0.09 0.11
C 0.16269 -2.33923 -1.51178 0.05 -0.15 0.02 0.00
C 1.49799 -1.61424 -1.46757 -0.09 -0.06 0.07 0.00
O 2.52396 -2.24032 -1.27815 0.09 -0.05 -0.11 0.01
O 1.45519 -0.32889 -1.66901 0.04 0.17 0.02 0.02
H -3.15725 -1.71812 4.99401 0.00 0.00 0.00 0.00
H -4.68342 -2.52947 4.65408 0.00 0.00 0.01 0.00
H -4.58500 -0.77134 4.56146 0.00 0.00 0.00 0.00
H -2.04054 -3.15385 3.24856 0.01 -0.04 0.03 0.00
H -1.42848 -3.34093 0.87864 0.00 -0.01 -0.01 0.00
H -4.54108 -0.60631 -0.15723 -0.02 0.02 -0.04 -0.01
H -5.18194 -0.43840 2.23277 0.00 0.00 0.00 0.00
H 0.16681 -2.93672 -2.42840 -0.03 -0.03 0.02 0.01
H 0.13379 -3.04838 -0.68146 0.06 0.05 0.03 0.01
C 0.78049 4.15415 3.86938 0.01 -0.01 0.02 0.00
C 2.00961 3.87567 3.01399 0.01 -0.01 -0.01 0.00
C 1.64689 3.62551 1.55181 0.07 0.05 -0.02 0.02
N 0.76236 2.49173 1.37540 0.02 -0.10 0.03 0.00
C 1.06912 1.19779 1.44487 -0.01 0.03 0.10 0.02
S -0.13058 0.03668 1.27899 -0.16 0.12 -0.26 0.06
N 2.40491 0.92570 1.64489 -0.01 0.03 -0.11 0.01
C 3.06102 -0.29771 1.82318 0.00 0.02 0.23 0.00
O 4.25036 -0.33998 1.61976 0.07 0.00 -0.13 0.00
C 2.30572 -1.44603 2.39398 0.01 -0.13 -0.07 0.00
C 1.52537 -1.28864 3.53270 0.05 -0.06 0.10 -0.01
C 0.86866 -2.38190 4.07147 0.05 0.03 0.03 0.00
C 0.97462 -3.62400 3.45861 0.00 0.00 -0.03 0.00
C 1.75484 -3.77587 2.32039 -0.03 -0.03 0.02 0.00
C 2.43767 -2.69072 1.79181 0.13 0.05 -0.02 0.00
H 1.05647 4.34003 4.90786 0.00 0.00 0.00 0.00
H 0.09153 3.30874 3.84957 0.00 -0.01 0.00 0.00
H 0.23935 5.02773 3.50072 -0.01 0.01 -0.01 0.00
H 2.55075 3.01036 3.40690 -0.01 0.01 0.02 0.00
H 2.70179 4.72103 3.05322 -0.01 0.01 -0.01 0.00
H 2.54256 3.51826 0.92995 -0.02 -0.01 0.00 0.00
H 1.11118 4.48454 1.14312 0.00 0.00 0.01 -0.01
H -0.21350 2.68546 1.14952 0.00 0.02 -0.02 0.01
H 3.06278 1.65186 1.39046 -0.02 -0.02 0.03 0.00
H 1.41774 -0.30944 3.98417 0.00 -0.03 0.01 0.00
H 0.26147 -2.26310 4.95997 -0.01 0.01 0.00 0.00
H 0.44556 -4.47575 3.86899 0.00 0.00 0.00 0.00
H 1.83115 -4.74264 1.83917 0.00 0.00 0.00 0.00
H 3.03434 -2.78512 0.89076 -0.09 0.00 0.11 0.00
N 3.37317 1.32787 -5.61873 0.01 -0.05 0.02 0.00
C 2.36396 1.16795 -6.50976 0.00 0.04 -0.03 0.00
O 2.53956 1.22142 -7.71491 0.00 -0.02 0.02 0.00
C 1.00529 0.93719 -5.92407 0.01 -0.02 0.01 0.01
C -0.11640 1.21684 -6.69382 -0.01 0.02 0.00 0.00
C -1.37140 1.05115 -6.13813 0.00 -0.02 -0.01 0.00
C -1.46749 0.61324 -4.82512 -0.02 -0.10 0.03 0.01
N -0.39538 0.32111 -4.09336 0.04 0.15 0.11 0.10
C 0.81222 0.47349 -4.63193 -0.02 -0.03 -0.04 -0.03
H 4.29065 1.51092 -5.98404 0.01 0.01 0.00 0.00
H 3.21019 1.43652 -4.63318 -0.02 0.02 0.01 0.00
H 0.02034 1.56726 -7.70820 0.01 0.00 -0.01 0.00
H -2.26818 1.26870 -6.70105 -0.01 0.00 0.00 0.00
H -2.42436 0.48258 -4.33223 0.01 0.01 0.01 0.00
H 1.63704 0.20019 -3.98190 0.00 0.01 -0.01 0.00
```
Forces are in eV/Å.

## Properties
- HOMO-LUMO gap (alpha / beta) (eV) = 6.38 / 5.37
- ΔE to the lowest compared entry with this formula, charge and spin (kJ/mol) = 2.7
- charge = -1
- ⟨S²⟩ = 8.7869
- multiplicity = 6
- HOMO (alpha / beta) (eV) = -4.3 / -4.9


3.
Computed, not measured: a cluster of 3 separate species, C23H51N6O5 in total, with the ωB97M-V functional and the def2-TZVPD basis.

```
85
Properties=species:S:1:pos:R:3:forces:R:3:lowdin_charge:R:1
C 0.37119 -3.40574 1.28824 -0.54 0.86 0.09 -0.09
C 0.58444 -1.94038 0.57098 -1.02 0.10 1.03 -0.27
O 1.96794 -1.65651 0.15855 -2.34 0.37 -1.20 -0.21
C 2.02888 -0.79348 -1.03161 1.38 0.60 -1.15 -0.15
C 2.44961 0.76438 -0.74057 0.60 -0.17 -1.70 -0.14
O 1.27930 1.65995 -0.46462 1.13 -1.07 2.43 -0.22
C 1.28842 1.86799 1.01200 0.54 -0.41 0.18 -0.11
C -0.15062 2.35613 1.62691 -1.31 2.77 -0.05 -0.29
C -0.19863 2.88075 3.21017 1.25 -0.17 0.59 -0.13
C 1.28295 3.13155 3.86411 -0.25 0.10 1.31 -0.21
C 1.91191 1.78083 4.62367 0.21 1.41 0.45 -0.19
C 3.28603 2.32504 5.38376 -0.60 0.43 0.49 -0.21
C 3.47051 1.74827 6.91090 0.85 0.25 0.40 -0.28
N 4.81029 2.26526 7.47587 -0.02 -0.96 -0.73 -0.08
C -0.76361 3.67757 0.80494 0.46 0.53 -1.46 -0.10
N -2.28237 3.71120 1.07624 0.72 -4.02 0.84 0.06
C -2.55926 2.37990 1.80489 1.51 2.09 -1.74 -0.14
N -3.70071 2.19046 2.54421 1.42 -0.56 0.20 0.19
N -1.35481 1.44206 1.57954 -1.35 1.47 0.56 -0.04
C -1.75461 0.85372 0.24477 -1.87 -1.79 -1.29 -0.11
C -2.98379 -0.24462 0.51486 0.91 -1.14 -0.58 -0.17
O -4.10853 0.04093 -0.39407 1.11 -1.70 1.09 -0.23
C -4.80665 -1.18961 -0.81303 -2.11 -0.33 -1.14 -0.24
C -4.64369 -1.48072 -2.44672 -0.44 0.01 0.02 -0.10
H 0.77100 -3.31653 2.39106 -0.70 -0.57 -2.29 0.09
H -0.80905 -3.57984 1.32496 2.57 0.39 0.04 0.09
H 0.82487 -4.30284 0.68859 -0.65 1.91 1.21 0.09
H 0.28124 -1.09245 1.35447 0.43 -1.79 -1.44 0.12
H -0.21204 -1.86833 -0.29078 1.86 -0.11 1.17 0.11
H 1.06026 -0.78298 -1.68905 1.53 -0.14 1.48 0.14
H 2.89060 -1.24497 -1.72335 -1.75 1.12 1.53 0.12
H 2.91374 1.18534 -1.75246 -1.05 -0.99 2.12 0.15
H 3.29594 0.86218 0.06701 -1.78 -0.25 -1.38 0.14
H 1.63110 0.86393 1.50702 -0.93 1.83 -0.66 0.12
H 2.17624 2.64256 1.20415 -2.33 -1.36 -0.01 0.16
H -0.78831 3.91289 3.31996 1.07 -2.35 -0.54 0.13
H -0.72472 2.04741 3.88201 1.08 1.77 -1.54 0.13
H 2.06234 3.64227 3.13772 -1.69 -1.21 1.35 0.12
H 1.12609 3.91662 4.75007 0.34 -1.68 -1.95 0.12
H 1.15292 1.46667 5.48199 1.50 0.52 -1.98 0.12
H 2.10199 0.89103 3.88756 -0.34 1.69 1.47 0.10
H 4.25534 2.16465 4.74650 -1.86 0.03 1.22 0.12
H 3.15927 3.50674 5.49462 0.37 -2.54 -0.19 0.12
H 3.53053 0.58028 6.99381 -0.66 2.14 -0.53 0.12
H 2.65035 2.17861 7.66407 1.44 -1.11 -1.99 0.12
H 5.33487 1.48362 7.94727 -0.82 1.18 -0.79 0.07
H 5.42434 2.62160 6.71110 -0.76 -0.55 0.85 0.05
H -0.69540 3.60805 -0.38423 0.51 0.07 2.67 0.14
H -0.28104 4.70410 1.17695 -1.14 -2.38 -0.79 0.16
H -2.73001 3.64045 0.13544 -0.19 0.53 1.09 0.13
H -4.67494 2.18146 2.17004 1.34 0.88 0.20 0.16
H -3.60701 2.07880 3.59866 0.05 -0.71 -2.11 0.17
H -0.91181 0.24621 -0.30212 -1.22 1.61 1.60 0.13
H -2.18238 1.61913 -0.53028 0.92 -1.25 1.37 0.13
H -2.56451 -1.32327 0.23419 -0.74 2.28 0.65 0.13
H -3.28860 -0.31057 1.64968 0.46 0.40 -2.20 0.13
H -4.55888 -2.12707 -0.15158 -0.18 1.91 -1.31 0.13
H -5.97064 -0.97187 -0.66289 2.55 -0.44 -0.18 0.13
H -4.76487 -0.45292 -3.04103 0.54 -2.23 1.43 0.08
H -3.64311 -2.04285 -2.71386 -1.94 1.38 0.52 0.08
H -5.54036 -2.16091 -2.84414 1.96 1.38 1.15 0.10
C 4.70560 -3.04709 -1.80489 0.89 -0.67 -0.07 -0.32
O 4.75269 -2.08598 -2.56180 0.15 -0.49 0.33 -0.01
N 5.68599 -4.00700 -1.66930 -1.30 1.04 0.00 -0.20
C 5.55347 -5.11641 -0.74828 0.12 0.06 -0.13 -0.06
C 6.88695 -3.90455 -2.47213 -0.02 0.28 -0.21 -0.05
H 3.83725 -3.22128 -1.14848 0.07 -0.10 0.07 0.12
H 6.37645 -5.07870 -0.02880 -0.13 -0.19 0.05 0.09
H 5.60108 -6.05207 -1.31287 -0.02 -0.05 0.23 0.09
H 4.60312 -5.07009 -0.20959 0.14 0.07 -0.13 0.08
H 7.38181 -2.95358 -2.25297 0.08 -0.15 -0.16 0.09
H 6.61027 -3.92207 -3.53052 0.22 0.03 0.07 0.10
H 7.56784 -4.73225 -2.25592 -0.22 0.14 0.03 0.09
C -4.57360 -1.41673 -6.64442 -0.48 0.06 -0.74 -0.33
O -4.59058 -2.45069 -7.29980 -0.13 1.04 0.46 0.01
N -5.23253 -0.25096 -6.97267 0.76 -0.98 0.62 -0.21
C -5.16155 0.93243 -6.14130 -0.11 -0.13 -0.26 -0.07
C -6.02111 -0.20624 -8.18654 0.03 -0.31 -0.15 -0.05
H -4.00490 -1.34073 -5.70312 -0.02 0.13 0.04 0.12
H -6.17189 1.19748 -5.81675 0.12 0.18 0.09 0.09
H -4.73700 1.75188 -6.72846 -0.05 0.10 0.22 0.09
H -4.53566 0.75917 -5.26168 -0.06 -0.06 -0.17 0.07
H -6.79995 -0.97298 -8.13375 0.04 0.13 -0.19 0.10
H -5.37223 -0.42135 -9.04079 -0.23 0.02 -0.02 0.10
H -6.48109 0.77766 -8.31227 0.14 -0.17 0.12 0.09
```
Forces are in eV/Å.

## Properties
- HOMO-LUMO gap (eV) = 5.46
- ΔE to the lowest compared entry with this formula, charge and spin (kJ/mol) = 1207.9
- charge = +1
- multiplicity = 1
- HOMO (eV) = -10.8


Question: The lowest ΔE to the lowest compared entry with this formula, charge and spin belongs to which entry?
Answer: C26H29N5O6RuS2Se3Te


Question: Look up the charge of the second one.
Answer: -1